The following is a quantum chemistry calculation of an isolated molecule of C3H7NO2 at a distorted geometry, from the Open Molecules 2025 dataset.

Geometry as XYZ:
```
13
Properties=species:S:1:pos:R:3
N 0.6122 -0.9276 1.6178
C 0.8015 -0.3143 0.4347
O 1.7121 0.5020 0.2819
C -0.1643 -0.6100 -0.6952
C -0.8781 0.7472 -0.9716
O -0.5245 1.6773 0.0255
H -0.1675 -1.5384 1.7890
H 1.1674 -0.5925 2.3913
H -0.8696 -1.4095 -0.4413
H 0.4350 -0.9419 -1.5493
H -0.6285 1.1339 -1.9696
H -1.9663 0.6058 -0.9512
H 0.4705 1.6679 0.0379
```

LUMO energy: 0.8 eV
E_tot: -323.75004 Ha
relative energy (zero: lowest compared OMol25 entry of this formula, charge and spin): 19.41 kcal per mole
frontier orbital gap: 10.925 eV
HOMO energy: -10.087 eV
SMILES string: NC(=O)CCO

Mulliken atomic charge list, values in e, 6 entries: -0.42, 0.64, -0.70, -0.47, -0.32, -0.57

***

The following is a quantum chemistry calculation of a structure of composition C4H8N2O at a distorted geometry, from the Open Molecules 2025 dataset.

Geometry as XYZ:
```
15
Properties=species:S:1:pos:R:3
N 0.2451 2.0240 1.0379
C -0.1412 0.8381 1.5391
O -0.8901 0.5330 2.4525
C 0.5807 -0.2058 0.6754
N -0.3165 -0.9662 -0.0557
C -0.0034 -1.6453 -1.2746
C -0.9710 -0.5012 -1.2415
H -0.1309 2.8439 1.5268
H 1.0161 1.7028 0.2606
H 1.4283 0.5814 -0.1752
H 1.2642 -0.8377 1.2465
H 0.9758 -1.4633 -1.7173
H -0.3721 -2.6666 -1.3387
H -0.6447 0.4549 -1.6525
H -2.0403 -0.6919 -1.2833
```

LUMO energy: 0.9 eV
E_tot: -341.85995 Ha
relative energy (zero: lowest compared OMol25 entry of this formula, charge and spin): 90.17 kcal per mole
frontier orbital gap: 10.148 eV
HOMO energy: -9.251 eV

Mulliken atomic charge list, values in e, 6 entries: -0.38, 0.52, -0.61, -0.47, -0.15, -0.44

***

The following is a quantum chemistry calculation of a cluster of 13 separate species, C35H83Cl8N7O15P2 in total at a distorted geometry, from the Open Molecules 2025 dataset.

Geometry as XYZ:
```
150
Properties=species:S:1:pos:R:3
C -1.6199 3.6367 -2.5258
C -0.8035 2.8616 -3.5391
O -0.7431 1.6306 -3.4825
N -0.0873 3.5076 -4.4654
C 0.6894 2.8788 -5.5458
H -2.0408 2.9568 -1.7850
H -2.3923 4.2108 -3.0376
H -0.9661 4.3312 -1.9983
H 0.0696 4.4848 -4.2641
H 0.0675 2.5993 -6.3963
H 1.2428 1.9947 -5.2295
H 1.3666 3.6397 -5.9337
C 5.7513 -3.0285 -3.9778
C 5.4140 -1.8575 -3.1925
O 5.6155 -1.8218 -1.9737
N 4.7469 -0.8994 -3.8202
C 4.0085 0.1328 -3.1110
H 5.0957 -3.8436 -3.6715
H 6.8050 -3.3050 -3.9421
H 5.5417 -2.9246 -5.0424
H 4.6565 -0.8955 -4.8261
H 4.5608 1.0649 -3.2307
H 4.0530 -0.0575 -2.0387
H 3.0137 0.3570 -3.4960
C -5.9472 1.1697 -0.0893
C -5.2314 0.9970 -1.3828
O -5.6382 1.4901 -2.4146
N -4.2249 0.1394 -1.3505
C -3.3415 -0.0682 -2.5249
H -6.5094 2.0998 -0.0066
H -5.2559 1.1376 0.7528
H -6.5359 0.2711 0.0955
H -4.0793 -0.3272 -0.4667
H -3.7282 -0.7102 -3.3164
H -2.3491 -0.4726 -2.3257
H -3.2999 0.8823 -3.0568
C 5.5255 1.0760 0.0970
C 6.9069 0.7882 0.5832
O 7.4865 1.5466 1.3856
N 7.3318 -0.4188 0.2901
C 8.6341 -0.9234 0.7865
H 4.9043 0.1805 0.1186
H 5.5676 1.6341 -0.8383
H 5.0642 1.8132 0.7541
H 6.7622 -0.9587 -0.3456
H 9.3143 -1.2844 0.0150
H 8.5110 -1.7234 1.5166
H 9.0835 -0.1010 1.3430
C -4.4132 -3.4485 1.8574
C -4.5458 -1.9896 2.3136
O -4.0148 -1.0739 1.7263
N -5.3871 -1.7644 3.3232
C -5.5095 -0.5001 3.9654
H -3.4777 -3.8622 2.2339
H -4.4992 -3.5260 0.7736
H -5.2063 -3.9471 2.4146
H -5.8649 -2.5959 3.6403
H -6.4881 -0.0625 3.7681
H -4.8474 0.3060 3.6493
H -5.4100 -0.5819 5.0478
C 1.8769 2.8835 3.3444
C 2.9100 1.7870 3.4574
O 3.9270 1.9820 4.1115
N 2.5998 0.7190 2.7388
C 3.3784 -0.5154 2.6931
H 2.2981 3.8833 3.2393
H 1.2914 2.8649 4.2636
H 1.2596 2.6428 2.4789
H 1.8262 0.7915 2.0935
H 2.7740 -1.2901 2.2213
H 3.6103 -0.8553 3.7025
H 4.3454 -0.4917 2.1906
C 1.5094 0.0503 -0.8933
C 0.3460 0.2846 0.0506
O 0.3535 -0.2776 1.1500
N -0.6522 1.0080 -0.3323
C -1.7674 1.4291 0.5180
H 1.7205 -0.9998 -1.0950
H 2.3817 0.5481 -0.4698
H 1.3578 0.4337 -1.9023
H -0.8062 1.0854 -1.3274
H -2.5365 2.0533 0.0628
H -1.2841 2.0330 1.2861
H -2.2386 0.5693 0.9943
C -1.8679 3.2814 6.7245
O -1.9308 4.1865 5.6521
P -2.9762 3.8395 4.4077
O -2.8246 2.4670 3.7882
O -4.4889 4.1173 4.9596
C -5.3160 3.0388 5.4621
O -2.7989 5.1024 3.3736
C -1.5405 5.5438 2.9269
H -2.0983 2.2699 6.3901
H -2.5842 3.5806 7.4897
H -0.8223 3.2950 7.0320
H -5.4412 3.1018 6.5431
H -4.9512 2.0388 5.2276
H -6.2442 3.0697 4.8916
H -0.7714 5.1145 3.5690
H -1.3414 6.6148 2.8899
H -1.3044 5.1601 1.9344
C 0.2368 -5.6217 -4.8207
O 0.9248 -4.8177 -5.7531
P 1.6325 -3.3590 -5.4236
O 2.4943 -3.3506 -4.2063
O 2.3344 -3.1054 -6.8712
C 3.4622 -3.9135 -7.2222
O 0.4092 -2.3165 -5.4020
C 0.6175 -1.0358 -4.8158
H 0.1177 -5.1742 -3.8340
H 0.6664 -6.5659 -4.4862
H -0.7473 -5.8251 -5.2427
H 4.2831 -3.2085 -7.3526
H 3.2821 -4.3591 -8.2006
H 3.7626 -4.7598 -6.6045
H 0.2355 -0.3520 -5.5738
H 1.6889 -0.8724 -4.6997
H 0.1194 -0.7926 -3.8773
Cl -4.0595 4.3251 -0.2272
C -5.0049 5.5078 0.7657
C -5.7932 4.8132 1.8215
Cl -7.3855 4.5117 1.0988
H -5.5926 6.0991 0.0635
H -4.1873 6.0310 1.2616
H -5.8547 5.3672 2.7582
H -5.3464 3.8660 2.1234
Cl 2.2088 -4.4604 1.5474
C 3.4230 -3.7533 0.4362
C 3.4746 -4.5136 -0.9281
Cl 4.3636 -6.0783 -0.7821
H 4.3836 -3.8425 0.9434
H 3.1737 -2.6987 0.3181
H 4.1862 -3.9125 -1.4943
H 2.5572 -4.7374 -1.4726
Cl -1.5162 -2.6854 5.7665
C -1.4912 -1.4486 4.4655
C -0.1370 -0.6870 4.2372
Cl 0.1753 0.1846 5.7573
H -2.2751 -0.7390 4.7299
H -1.8266 -1.9822 3.5762
H -0.1152 0.0795 3.4625
H 0.6569 -1.4058 4.0340
Cl -0.0384 -3.2272 -1.8310
C -0.9647 -3.4294 -0.2548
C -1.0867 -4.9215 0.1095
Cl -1.8850 -5.9357 -0.9877
H -1.9763 -3.0235 -0.2552
H -0.3382 -2.9088 0.4695
H -1.6703 -4.8990 1.0298
H -0.0894 -5.3526 0.1971
```

LUMO energy (alpha / beta): 1.5 / 1.5 eV
E_tot: -7259.78162 Ha
frontier orbital gap (alpha / beta): 1.259 / 8.660 eV
HOMO energy (alpha / beta): 0.264 / -7.183 eV
total charge: -1
2S+1: 2

Mulliken atomic charge list, values in e, 6 entries: -0.59, -2.40, 0.75, 1.23, -2.18, -0.85

***

The following is a quantum chemistry calculation of an isolated molecule of C6H7NO2 at a distorted geometry, from the Open Molecules 2025 dataset.

Geometry as XYZ:
```
16
Properties=species:S:1:pos:R:3
C 1.0995 -0.2684 0.0382
C 1.2236 1.0590 -0.2988
C -0.0650 1.7287 0.0406
C -0.9757 0.6894 0.5982
C -1.3391 -0.3419 -0.4425
C -0.2402 -0.6361 0.5393
H 2.0633 -2.0778 0.2443
H 3.0197 -0.7332 -0.0585
H 2.0501 1.6359 -0.7891
H -1.6672 0.9229 1.4075
H -1.1334 -0.2214 -1.5313
H -2.9065 -1.4586 -0.8160
H -0.2890 -1.3461 1.4014
N 2.1054 -1.1271 -0.1045
O -0.3001 2.9139 -0.0379
O -2.6453 -0.7391 -0.1911
```

LUMO energy: 0.6 eV
E_tot: -438.01672 Ha
relative energy (zero: lowest compared OMol25 entry of this formula, charge and spin): 32.04 kcal per mole
frontier orbital gap: 9.082 eV
HOMO energy: -8.452 eV
SMILES string: NC1=CC(=O)[C@H]2[C@H](O)[C@@H]12

Mulliken atomic charge list, values in e, 6 entries: 0.53, -0.74, 0.36, -0.32, -0.06, -0.45